Molecular formula: C20H27I2IrN5O4PS
Method: DFT, wB97M-V/def2-TZVPD

The geometry in XYZ format:
```
61
Properties=species:S:1:pos:R:3:lowdin_charge:R:1
Ir 0.53 -0.48 0.34 1.293
I -5.48 -2.28 4.64 0.965
C -3.89 -2.12 3.32 -0.736
C -4.01 -2.64 2.03 -0.203
C -2.93 -2.55 1.17 -0.633
I -3.10 -3.28 -0.77 0.987
C -1.74 -1.95 1.57 -0.409
O -0.66 -1.98 0.75 -0.361
C -1.66 -1.35 2.83 -0.159
C -0.51 -0.46 3.26 -0.102
N 0.71 -0.50 2.39 -0.170
C 1.68 0.52 2.84 -0.107
C 2.81 0.65 1.85 -0.248
C 4.03 1.21 2.18 0.021
C 4.95 1.42 1.17 0.004
C 4.65 1.03 -0.13 -0.009
C 3.43 0.44 -0.38 -0.092
N 2.53 0.25 0.60 -0.057
C -2.73 -1.47 3.71 -0.103
H -4.93 -3.10 1.71 0.092
H -0.20 -0.70 4.28 0.148
H -0.85 0.57 3.25 0.126
H 1.12 -1.43 2.45 0.151
H 2.04 0.30 3.85 0.152
H 1.15 1.47 2.88 0.128
H 4.24 1.49 3.20 0.136
H 5.90 1.88 1.39 0.133
H 5.35 1.18 -0.94 0.128
H 3.16 0.08 -1.36 0.106
H -2.67 -1.03 4.70 0.113
C -3.21 1.81 1.13 0.002
O -2.02 0.97 1.13 -0.277
P -0.72 1.27 0.33 0.497
O -1.11 1.93 -1.03 -0.244
C -1.74 1.23 -2.14 -0.048
O -0.08 2.49 1.11 -0.262
C 1.00 3.28 0.53 -0.042
H -2.99 2.78 0.69 0.098
H -3.51 1.93 2.17 0.104
H -3.98 1.29 0.58 0.104
H -1.28 1.61 -3.04 0.089
H -2.80 1.47 -2.12 0.103
H -1.59 0.16 -2.06 0.064
H 1.48 3.79 1.36 0.103
H 0.58 4.00 -0.16 0.103
H 1.71 2.64 0.01 0.072
C -0.28 -0.10 -5.94 -0.081
C 0.97 0.06 -5.07 -0.225
C 0.89 -0.72 -3.80 -0.576
N 0.84 -0.20 -2.63 0.010
N 0.75 -1.16 -1.62 -0.187
C 0.71 -2.40 -2.09 -0.683
N 0.62 -3.48 -1.31 0.128
S 0.82 -2.46 -3.80 1.184
H -0.16 0.45 -6.87 0.088
H -1.17 0.27 -5.43 0.075
H -0.45 -1.15 -6.20 0.073
H 1.12 1.11 -4.80 0.120
H 1.85 -0.26 -5.63 0.121
H 0.33 -3.37 -0.35 0.072
H 0.49 -4.39 -1.73 0.119
```

Summary:
DFT total energy	-75971.635	eV
F_max	2.645	eV Å⁻¹
total charge	+2

Molecular formula: C20H27N3O2
Method: DFT, wB97M-V/def2-TZVPD

The geometry in XYZ format:
```
52
Properties=species:S:1:pos:R:3:lowdin_charge:R:1
C 0.01 6.92 -2.17 -0.086
H 0.05 6.98 -3.26 0.071
H -1.02 6.75 -1.87 0.079
H 0.35 7.87 -1.77 0.063
C 0.88 5.76 -1.70 -0.261
N 0.64 5.41 -0.31 -0.202
C 1.23 4.13 0.05 -0.205
H 2.23 4.00 -0.40 0.121
C 0.32 2.97 -0.38 -0.207
N 0.66 1.69 0.22 -0.094
H 0.63 1.77 1.23 0.125
C 1.94 1.14 -0.19 -0.132
C 2.02 -0.36 0.11 -0.460
O 3.08 -0.93 0.24 0.064
N 0.79 -0.93 0.18 0.121
C 0.44 -2.26 0.44 -0.220
C 1.38 -3.26 0.63 0.001
C 0.97 -4.56 0.88 0.012
C -0.38 -4.87 0.94 -0.267
C -1.33 -3.86 0.76 -0.019
C -0.92 -2.57 0.51 -0.015
H -1.65 -1.79 0.37 0.113
H -2.38 -4.09 0.83 0.122
O -0.72 -6.16 1.26 0.033
C -1.84 -6.74 0.73 -0.263
C -2.32 -6.45 -0.54 -0.025
C -3.42 -7.12 -1.03 -0.083
C -4.04 -8.10 -0.28 -0.102
C -3.55 -8.40 0.98 -0.087
C -2.46 -7.73 1.49 -0.007
H -2.06 -7.96 2.47 0.117
H -4.03 -9.17 1.58 0.103
H -4.90 -8.62 -0.67 0.098
H -3.79 -6.89 -2.02 0.104
H -1.82 -5.70 -1.14 0.119
H 1.69 -5.34 1.04 0.121
H 2.43 -3.03 0.59 0.101
H 0.03 -0.27 0.06 0.125
H 2.81 1.62 0.27 0.126
H 2.03 1.25 -1.27 0.135
H -0.70 3.22 -0.08 0.121
H 0.34 2.84 -1.46 0.110
H 1.34 4.09 1.13 0.122
C 0.93 6.47 0.65 -0.254
C 2.39 6.92 0.75 -0.079
H 3.03 6.08 1.00 0.067
H 2.73 7.35 -0.19 0.063
H 2.49 7.67 1.52 0.071
H 0.30 7.33 0.39 0.102
H 0.59 6.11 1.63 0.113
H 1.94 5.99 -1.89 0.114
H 0.62 4.88 -2.29 0.107
```

Summary:
SMILES	CCN(CC)CCNCC(=O)Nc1ccc(Oc2ccccc2)cc1
DFT total energy	-29743.473	eV
F_max	0.562	eV Å⁻¹
total charge	0

Molecular formula: C20H27N3O2
Method: DFT, wB97M-V/def2-TZVPD

The geometry in XYZ format:
```
52
Properties=species:S:1:pos:R:3:lowdin_charge:R:1
O -0.77 3.72 -0.44 0.063
C -0.59 2.64 0.10 -0.457
N -1.59 1.82 0.45 0.125
H -1.39 0.94 0.90 0.096
C -2.98 2.13 0.23 -0.300
C -3.65 1.12 -0.71 -0.144
C -3.28 -0.35 -0.51 -0.195
C -3.35 -0.90 0.92 -0.201
H -3.62 -1.95 0.86 0.107
C -4.32 -0.19 1.86 -0.201
H -5.25 0.03 1.33 0.114
C -3.75 1.08 2.48 -0.202
C -3.74 2.30 1.56 -0.148
H -4.77 2.58 1.32 0.117
H -3.29 3.14 2.10 0.117
H -2.74 0.88 2.84 0.104
H -4.35 1.34 3.35 0.109
H -4.57 -0.88 2.67 0.108
H -2.35 -0.87 1.38 0.097
H -2.28 -0.53 -0.91 0.102
H -3.97 -0.93 -1.14 0.108
H -4.73 1.25 -0.62 0.110
H -3.38 1.38 -1.74 0.116
H -2.98 3.11 -0.26 0.142
C 0.84 2.15 0.38 -0.225
C 0.98 0.87 1.21 -0.134
H 0.52 0.03 0.68 0.121
C 2.46 0.56 1.40 -0.137
N 3.13 0.44 0.12 -0.046
C 3.24 -0.79 -0.43 -0.357
N 3.02 -1.91 0.19 0.188
C 3.36 -2.88 -0.73 -0.222
C 3.34 -4.26 -0.65 -0.018
C 3.74 -4.97 -1.77 -0.101
C 4.15 -4.33 -2.94 -0.101
C 4.17 -2.94 -3.03 -0.009
C 3.77 -2.24 -1.91 -0.193
O 3.69 -0.89 -1.71 0.131
H 4.48 -2.44 -3.93 0.114
H 4.45 -4.92 -3.79 0.098
H 3.74 -6.05 -1.74 0.098
H 3.03 -4.76 0.25 0.108
C 3.02 1.61 -0.72 -0.129
H 3.53 2.44 -0.21 0.133
C 1.56 1.98 -0.96 -0.113
H 1.07 1.18 -1.53 0.133
H 1.49 2.90 -1.54 0.123
H 3.53 1.42 -1.67 0.125
H 2.95 1.36 1.95 0.131
H 2.60 -0.39 1.93 0.117
H 0.51 0.98 2.19 0.123
H 1.33 2.97 0.92 0.157
```

Summary:
SMILES	O=C(NC1CCCCCC1)C1CCN(c2nc3ccccc3o2)CC1
DFT total energy	-29745.075	eV
F_max	1.193	eV Å⁻¹
total charge	0

Molecular formula: C20H27N3O2S
Method: DFT, wB97M-V/def2-TZVPD

The geometry in XYZ format:
```
53
Properties=species:S:1:pos:R:3:lowdin_charge:R:1
C -5.62 -1.44 1.01 -0.068
H -5.48 -2.30 0.37 0.063
H -4.71 -1.29 1.60 0.066
H -6.44 -1.64 1.69 0.074
C -5.93 -0.19 0.18 -0.219
N -4.86 0.18 -0.72 -0.115
C -3.68 0.68 -0.24 -0.214
C -3.55 1.12 1.09 -0.029
C -2.38 1.66 1.56 -0.039
C -1.26 1.80 0.73 -0.227
C -1.37 1.35 -0.59 -0.023
C -2.54 0.80 -1.06 -0.017
H -2.56 0.46 -2.08 0.096
H -0.51 1.44 -1.23 0.107
C -0.04 2.40 1.23 -0.129
N 0.99 2.55 0.51 0.031
C 2.15 3.19 1.04 -0.227
C 3.38 2.32 0.75 -0.243
N 3.56 2.19 -0.67 -0.134
S 4.92 1.40 -1.19 0.631
O 4.83 1.31 -2.62 -0.290
O 6.04 2.05 -0.59 -0.289
C 4.78 -0.25 -0.50 -0.288
C 3.95 -1.17 -1.11 -0.053
C 3.81 -2.43 -0.56 -0.031
C 4.49 -2.77 0.61 -0.271
C 5.32 -1.83 1.21 -0.030
C 5.46 -0.57 0.66 -0.057
H 6.10 0.18 1.10 0.114
H 5.85 -2.09 2.11 0.114
C 4.36 -4.15 1.18 -0.049
H 5.10 -4.81 0.73 0.087
H 3.37 -4.56 0.99 0.078
H 4.53 -4.14 2.26 0.077
H 3.17 -3.16 -1.03 0.114
H 3.44 -0.89 -2.02 0.115
H 2.71 1.90 -1.15 0.101
H 3.25 1.34 1.24 0.119
H 4.28 2.79 1.14 0.118
H 2.28 4.14 0.51 0.124
H 2.08 3.38 2.12 0.114
H -0.07 2.73 2.28 0.126
H -2.32 2.00 2.58 0.111
H -4.38 1.05 1.77 0.097
C -5.03 -0.16 -2.11 -0.224
C -4.56 -1.57 -2.46 -0.070
H -4.63 -1.73 -3.54 0.073
H -5.19 -2.32 -1.98 0.063
H -3.54 -1.73 -2.15 0.071
H -4.49 0.57 -2.72 0.110
H -6.09 -0.06 -2.36 0.115
H -6.82 -0.38 -0.42 0.116
H -6.16 0.65 0.85 0.110
```

Summary:
SMILES	CCN(CC)c1ccc(/C=N/CCNS(=O)(=O)c2ccc(C)cc2)cc1
DFT total energy	-40578.377	eV
F_max	0.853	eV Å⁻¹
total charge	0

Looking at energy above the lowest of the compared OMol25 structures with the same formula, charge and spin for the records above, in order, we have 0.000; 1.851; 0.248; 3.283 eV.
Looking at LUMO level for the records above, in order, we have -6.9; 0.7; 0.7; 0.6 eV.